77
Properties=species:S:1:pos:R:3:mulliken_charge:R:1 method="wB97M-V/def2-TZVPD" e_homo_ev=-14.0 lumo_ev=-12.907 charge=+3 e_tot_ev=-227231.83702 homo_lumo_gap_ev=1.074
K -4.6832 4.1728 -7.7781 0.9229
Cl -1.9433 5.0707 -6.5764 -0.1573
Cl -6.7570 3.4350 -4.4846 0.0309
Cl -3.3848 7.2861 -5.3890 -0.0038
Cl -9.2911 2.2012 -3.6658 -0.0581
Cl -3.2872 4.7369 -4.0235 -0.0131
Cl -6.2418 5.2070 -5.8853 -0.7002
Cl -7.1244 2.4104 -1.7284 -0.0913
Cl -0.9070 6.3821 -4.2103 -0.1053
S -0.6051 -2.2217 -2.9260 0.2152
S 2.6940 -2.6072 1.8024 1.3194
S -0.7396 -5.4305 7.7531 1.0669
S -1.1470 -5.0547 5.1935 1.0895
Al -8.2654 0.1025 -1.4368 0.7184
F -4.8151 -0.2584 -2.4593 -0.3186
F 1.1890 -0.7593 3.6031 -0.2301
F -1.9848 0.7814 4.2262 -0.2570
F 0.2138 -4.7292 8.8001 -0.2227
F -0.7068 -6.5684 5.0635 -0.2561
F -1.6189 -1.5205 4.2536 -0.2042
F 0.3682 1.2222 2.9947 -0.2930
O 3.4610 -2.1570 2.9604 -0.6153
O 3.6520 -3.3888 0.9171 -0.7349
O -2.0232 -5.2220 8.3548 -0.4762
O -2.5733 -5.1415 5.2451 -0.5438
O 4.6238 -0.6004 -1.5625 -0.3811
O -0.3040 4.7740 -1.1259 -0.1512
O -0.6134 -4.4983 3.9725 -0.5502
O -0.2338 -6.7699 7.7651 -0.4785
N 0.5510 -1.9529 -1.7571 -0.4648
N -2.0494 -1.8308 -2.1416 -0.5201
N 6.0115 1.2651 -3.2853 -0.6151
N -0.3945 -4.5531 6.4832 -0.1957
C -4.2741 0.2273 -1.2371 0.1071
C -1.5801 -1.4710 -0.9008 0.6486
C 5.1531 0.6130 -1.0436 -0.5804
C -0.0832 -1.5067 -0.6118 0.5475
C -7.5359 2.1778 -3.4614 -0.0599
C 2.0610 -1.1313 0.8922 -0.6937
C -4.0876 -0.9381 -0.1336 -0.8187
C 0.4438 5.8390 -1.0783 -0.4792
C 0.5106 -1.0898 0.7098 0.0887
C -1.0457 -0.2672 4.2449 -0.1194
C -0.4173 -0.6415 1.7297 -0.3108
C -2.5259 -1.0081 0.1709 2.0603
C 6.3239 1.2114 -1.8569 0.2146
C 7.6469 0.4733 -1.6665 -1.3829
C -1.9146 -0.6089 1.4568 -0.9908
C 0.0531 -0.1449 3.1221 1.0646
C 5.3974 -1.7577 -1.2676 -0.7766
C -2.3862 5.8713 -5.0479 0.2906
Li -4.3522 0.5981 2.1529 1.0257
Li 2.4422 -4.9734 0.9729 0.8783
H 6.1577 -1.9060 -2.0350 0.2990
H -0.5009 -0.1593 5.2306 0.3206
H 5.8559 -1.7037 -0.2768 0.3787
H -3.2872 0.7284 -1.4655 0.3242
H 2.4316 -0.1845 1.3660 0.5401
H 5.4213 0.4930 0.0139 0.4449
H -2.6135 -0.2619 2.2728 -1.0966
H 4.7356 -2.6237 -1.2972 0.2286
H 5.1928 1.8544 -3.4239 0.2732
H -4.9701 1.0388 -0.8383 0.0193
H 1.1278 5.9378 -0.2100 0.2997
H 2.5248 -1.1747 -0.1430 0.2991
H 7.8198 0.2368 -0.6144 0.3544
H 5.6927 0.3381 -3.5664 0.3318
H -4.6937 -0.5919 0.7565 -0.1431
H 6.4731 2.2362 -1.5020 0.4487
H 8.4768 1.0968 -2.0058 0.3514
H -7.1660 1.1976 -3.7700 0.2423
H -4.4942 -1.8721 -0.5995 0.4088
H 1.1611 5.9869 -1.9289 0.3471
H 4.3236 1.3286 -1.0739 0.3062
H 1.6778 -3.4608 2.2589 -0.0448
H -0.0738 6.8195 -1.0741 0.3316
H 7.6997 -0.4523 -2.2407 0.2954


65
Properties=species:S:1:pos:R:3:mulliken_charge:R:1 method="wB97M-V/def2-TZVPD" e_homo_ev=-12.8 lumo_ev=-2.746 charge=+1 e_tot_ev=-74379.30554 homo_lumo_gap_ev=10.089
F -6.9250 -2.1995 2.2647 -0.2988
F -4.8977 -3.5332 4.7870 -0.2354
F -7.4726 -3.7642 3.7010 -0.2765
F -4.0279 -5.5961 3.2504 -0.2904
F -6.0888 -1.6988 4.7302 -0.2728
F -0.3011 2.8694 -1.0624 -0.3540
F -6.1588 -5.8979 5.1051 -0.2168
F -4.7655 -7.3854 2.2630 -0.3059
F -4.7338 -7.5563 4.9710 -0.2536
F -2.0400 2.3356 -3.0114 -0.3278
F -5.1722 -0.9484 0.3032 -0.2956
F -3.5424 1.9351 1.4230 -0.2191
F -3.0266 -0.6202 0.3239 -0.3078
F -3.0057 2.9986 -1.1557 -0.2717
F -1.1957 1.3625 0.2419 -0.2634
F -4.2439 0.2122 2.5764 -0.2253
O 3.7005 -0.9126 -0.9304 -0.4943
O -4.3705 0.6769 -0.9367 -0.3935
O 1.7023 0.4061 -1.2742 -0.4722
O -6.0767 -5.6267 2.3168 -0.4109
N 4.4016 4.5412 -1.8878 0.0056
N 2.8373 3.1139 -1.6247 0.1590
C -1.0370 1.7157 -1.0501 0.2097
C 6.2565 3.2284 -2.9734 -1.1062
C -6.4436 -3.2430 3.0071 0.9057
C -3.3312 0.7681 -1.8850 -0.7612
C 8.3725 2.0685 -2.0527 -0.3616
C 7.3510 3.1985 -1.8725 -0.5867
C 9.0964 1.7660 -0.7364 -1.3221
C -5.4368 -2.6069 3.9697 0.2477
C 4.8802 3.3515 -2.4096 -0.0761
C -5.1360 -6.3229 3.0169 0.8053
C 3.1690 4.3844 -1.4241 -0.3107
C -4.4398 0.9298 1.4472 0.2061
C -2.3787 1.9621 -1.7412 0.7869
C -4.2194 0.0060 0.2407 0.7856
C -5.9111 -4.2631 1.9936 -0.7964
C -5.7145 -6.8954 4.3184 0.1824
C 3.8263 0.9897 -2.5996 -0.4736
C 3.8802 2.4354 -2.2313 0.4830
B 3.0393 0.1066 -1.5361 0.3249
H 6.4215 4.0742 -3.6481 0.4530
H 7.8572 4.1650 -1.8266 0.3561
H 1.5355 0.6054 -0.3437 0.3082
H -2.7814 -0.1681 -1.9867 0.3590
H -0.4648 0.9455 -1.5657 0.3546
H 2.5485 5.1406 -0.9713 0.4640
H 9.3522 2.7013 -0.2292 0.3169
H -4.8859 -4.0309 1.7034 0.3879
H -5.4504 1.3398 1.4405 0.2789
H 4.9086 5.4137 -1.8730 0.2568
H 9.0964 2.3373 -2.8247 0.3302
H 7.8304 1.1731 -2.3763 0.2968
H 8.4262 1.2259 -0.0624 0.3349
H 3.3950 -1.1247 -0.0406 0.3012
H -6.5326 -4.1176 1.1113 0.4258
H 10.0052 1.1877 -0.8905 0.3823
H 6.3050 2.3243 -3.5806 0.4533
H 4.8415 0.5924 -2.6679 0.1628
H -4.6406 -2.0960 3.4233 0.1496
H -3.8410 0.9419 -2.8314 0.4195
H 1.9358 2.7065 -1.4057 0.1672
H 3.3872 0.9083 -3.6024 0.2970
H 6.8650 3.0421 -0.9016 0.3727
H -6.5346 -7.5794 4.0940 0.2499


54
Properties=species:S:1:pos:R:3:mulliken_spin:R:1 method="wB97M-V/def2-TZVPD" e_homo_ev="1.4 / -0.4" lumo_ev="4.466 / 4.460" charge=-2 e_tot_ev=-106348.49010 multiplicity=6 homo_lumo_gap_ev="3.051 / 4.833"
Mn -1.0445 -0.2963 0.3571 4.5619
S -1.8946 -2.4635 -3.7766 0.0452
S -3.2779 0.0235 -0.4293 0.0288
S -0.7789 -2.2284 -0.9978 0.0174
S -4.0895 -0.4780 -3.2777 0.0379
F 0.5573 1.5210 2.2436 -0.0048
F -1.6309 1.6971 2.6402 0.0049
O -4.0884 -2.2015 -5.4258 0.0728
N 2.0763 -1.0193 1.1979 -0.0210
N -0.1712 1.2956 -1.1139 -0.0693
N 0.7216 3.1074 -2.7272 -0.0081
C 1.3925 -2.1985 1.6990 0.0163
C 2.8402 -0.3753 2.2436 0.0038
C 1.7710 2.6415 -1.8159 0.0036
C -1.9084 -1.0730 3.1719 -0.0159
C 1.2954 1.3998 -1.0286 0.0400
C -0.5199 0.9705 -2.5213 -0.0760
C 0.2617 -1.9285 2.6604 -0.0860
C -3.7174 -2.0860 -4.2572 0.7504
C 0.2109 -2.6890 3.8240 -0.0017
C 2.9246 -1.3834 0.0827 0.0182
C -0.7972 -1.0620 2.3188 -0.0580
C -0.8944 -2.6539 4.6634 0.0162
C -0.3883 3.6200 -1.9146 0.0052
C -0.7540 2.6167 -0.7996 -0.0107
C 0.2218 1.9371 -3.4677 0.0091
C -2.0411 -1.7792 -2.1616 -0.0789
C -3.0290 -0.8870 -1.9332 0.0904
C -1.9712 -1.8554 4.3183 -0.0142
B -0.6827 1.0416 1.9205 -0.3141
H -0.9174 -3.2586 5.5633 0.0009
H 1.0443 -3.3446 4.0596 -0.0006
H -0.4412 2.2751 -4.2662 0.0012
H 2.3115 -1.7898 -0.7237 -0.0034
H 3.2684 0.5580 1.8723 -0.0004
H 2.6701 2.4151 -2.3967 -0.0003
H 2.1195 -2.8863 2.1758 0.0027
H 0.9707 -2.7243 0.8383 -0.0170
H 2.0152 3.4649 -1.1378 0.0014
H -1.6009 1.0562 -2.6226 0.0448
H 2.1917 -0.1383 3.0847 0.0002
H -1.8316 2.4875 -0.6930 0.0102
H -2.8603 -1.8334 4.9389 -0.0006
H 3.6822 -2.1375 0.3712 0.0011
H -1.2367 3.7861 -2.5821 0.0034
H 3.6655 -1.0216 2.6030 0.0021
H 1.6954 0.4802 -1.4557 -0.0030
H 3.4548 -0.5022 -0.2847 0.0022
H 1.0810 1.4512 -3.9381 0.0080
H -0.2593 -0.0686 -2.7155 0.0013
H -0.3473 2.9373 0.1625 0.0110
H -0.1027 4.5876 -1.4907 -0.0004
H 1.5910 1.4397 0.0205 -0.0268
H -2.7576 -0.4472 2.9233 -0.0011


51
Properties=species:S:1:pos:R:3:mulliken_charge:R:1 method="wB97M-V/def2-TZVPD" e_homo_ev=-10.9 lumo_ev=-5.028 charge=+1 e_tot_ev=-36217.64377 homo_lumo_gap_ev=5.841
F 6.3701 6.0461 -0.1095 -0.3085
O 1.0257 -0.3202 -1.4815 -0.2249
O 0.6244 -0.5734 -2.8146 -0.3562
O 1.3847 1.9180 -1.7731 -0.4348
O 0.7565 -2.9991 -2.7649 -0.4856
O -1.3158 -1.9838 -3.2959 -0.6388
O -3.8501 0.1807 0.2218 -0.4835
N -2.5430 1.6300 1.3586 0.1906
C 0.7766 1.0379 -1.2478 0.1594
C -0.2994 2.1855 0.8176 -0.4746
C 6.8985 3.8461 -0.7493 -0.4800
C 5.9602 4.8327 -0.5142 0.3209
C -3.5215 -2.0899 1.2644 0.3800
C 4.6094 4.5995 -0.6857 -0.6141
C 6.4725 2.5919 -1.1628 -0.3543
C -2.6712 0.7841 0.3158 -0.6702
C -2.0561 -2.0483 1.7842 0.7091
C -1.0190 -2.6416 0.7761 -1.2769
C -0.3816 1.3057 -0.2876 0.5467
C -3.8686 -3.5632 0.8644 -1.4629
C -3.7728 -1.2502 -0.0079 -0.3302
C -1.4115 2.3201 1.6107 -0.5451
C 5.1181 2.3428 -1.3455 -0.5565
C -1.5752 0.6277 -0.5327 0.5273
C 4.1877 3.3464 -1.1096 -0.1092
C -1.9476 -2.7904 3.1591 -1.5426
B 0.0393 -1.8530 -2.9340 0.7986
H -4.9535 -3.7350 0.8578 0.3896
H -1.2566 -2.4186 -0.2783 0.1017
H -3.0501 -1.5486 -0.7815 -0.2910
H -3.5155 -3.6998 -0.1791 0.3347
H -3.3440 1.7484 1.9764 0.3054
H 0.1664 -3.7534 -2.6469 0.3297
H -0.0413 -2.1625 0.9709 0.3629
H -0.8589 -3.7209 0.9143 0.4124
H 4.7884 1.3642 -1.6727 0.4265
H 3.8994 5.3925 -0.4886 0.4154
H -1.0024 -2.5091 3.6502 0.4378
H -3.3235 -4.3020 1.4615 0.3494
H 7.1972 1.8087 -1.3433 0.3751
H -2.0193 -3.8808 3.0548 0.3270
H -4.2112 -1.7090 2.0404 0.5395
H 3.1340 3.1532 -1.2560 0.5092
H 7.9496 4.0618 -0.6092 0.4153
H -1.4236 2.9807 2.4809 0.4099
H -4.7630 -1.5447 -0.3938 0.4418
H -1.8535 -2.2663 -2.5479 0.3672
H 0.6241 2.7276 1.0330 0.5739
H -1.6687 -0.0530 -1.3820 0.7706
H -2.7698 -2.3949 3.7835 0.3928
H -1.6944 -1.0207 1.9994 0.0193


Copy entry 4 word for word.
51
Properties=species:S:1:pos:R:3:mulliken_charge:R:1 method="wB97M-V/def2-TZVPD" e_homo_ev=-10.9 lumo_ev=-5.028 charge=+1 e_tot_ev=-36217.64377 homo_lumo_gap_ev=5.841
F 6.3701 6.0461 -0.1095 -0.3085
O 1.0257 -0.3202 -1.4815 -0.2249
O 0.6244 -0.5734 -2.8146 -0.3562
O 1.3847 1.9180 -1.7731 -0.4348
O 0.7565 -2.9991 -2.7649 -0.4856
O -1.3158 -1.9838 -3.2959 -0.6388
O -3.8501 0.1807 0.2218 -0.4835
N -2.5430 1.6300 1.3586 0.1906
C 0.7766 1.0379 -1.2478 0.1594
C -0.2994 2.1855 0.8176 -0.4746
C 6.8985 3.8461 -0.7493 -0.4800
C 5.9602 4.8327 -0.5142 0.3209
C -3.5215 -2.0899 1.2644 0.3800
C 4.6094 4.5995 -0.6857 -0.6141
C 6.4725 2.5919 -1.1628 -0.3543
C -2.6712 0.7841 0.3158 -0.6702
C -2.0561 -2.0483 1.7842 0.7091
C -1.0190 -2.6416 0.7761 -1.2769
C -0.3816 1.3057 -0.2876 0.5467
C -3.8686 -3.5632 0.8644 -1.4629
C -3.7728 -1.2502 -0.0079 -0.3302
C -1.4115 2.3201 1.6107 -0.5451
C 5.1181 2.3428 -1.3455 -0.5565
C -1.5752 0.6277 -0.5327 0.5273
C 4.1877 3.3464 -1.1096 -0.1092
C -1.9476 -2.7904 3.1591 -1.5426
B 0.0393 -1.8530 -2.9340 0.7986
H -4.9535 -3.7350 0.8578 0.3896
H -1.2566 -2.4186 -0.2783 0.1017
H -3.0501 -1.5486 -0.7815 -0.2910
H -3.5155 -3.6998 -0.1791 0.3347
H -3.3440 1.7484 1.9764 0.3054
H 0.1664 -3.7534 -2.6469 0.3297
H -0.0413 -2.1625 0.9709 0.3629
H -0.8589 -3.7209 0.9143 0.4124
H 4.7884 1.3642 -1.6727 0.4265
H 3.8994 5.3925 -0.4886 0.4154
H -1.0024 -2.5091 3.6502 0.4378
H -3.3235 -4.3020 1.4615 0.3494
H 7.1972 1.8087 -1.3433 0.3751
H -2.0193 -3.8808 3.0548 0.3270
H -4.2112 -1.7090 2.0404 0.5395
H 3.1340 3.1532 -1.2560 0.5092
H 7.9496 4.0618 -0.6092 0.4153
H -1.4236 2.9807 2.4809 0.4099
H -4.7630 -1.5447 -0.3938 0.4418
H -1.8535 -2.2663 -2.5479 0.3672
H 0.6241 2.7276 1.0330 0.5739
H -1.6687 -0.0530 -1.3820 0.7706
H -2.7698 -2.3949 3.7835 0.3928
H -1.6944 -1.0207 1.9994 0.0193